## P
Molecular formula: C20H30N2O5S
Method: DFT, ωB97M-V/def2-TZVPD

Results
Gap between HOMO and LUMO in eV: 8.693
HOMO energy in eV: -8.07
SMILES string: CCOC(=O)c1c(NC(=O)CCCN2CCOCC2)sc2c1CC(C)(C)OC2
M in g/mol: 410.54

```
! wB97M-V def2-TZVPD RIJCOSX def2/J DEFGRID3
* xyz 0 1
C -1.918 -0.587 0.200
C 1.442 -0.170 1.642
C 3.925 -0.717 -0.006
H -2.631 -4.199 -1.308
H 4.695 -1.223 1.957
H -3.345 3.447 0.770
H 0.207 -1.788 1.049
H 3.802 -1.763 -0.305
C -6.261 1.557 -1.440
H 6.694 -0.772 0.662
C -0.750 -0.051 0.716
H -5.938 1.598 -2.477
H -6.237 0.913 1.151
H 6.105 1.414 -2.521
C -4.794 -4.043 -1.221
H 6.147 -2.025 -0.489
N 0.329 -0.776 1.144
H -2.514 3.632 -0.786
C -2.065 -2.027 0.065
C 3.891 -0.622 1.528
H 4.434 1.740 -0.737
H 2.334 -2.122 1.725
H -6.877 2.429 -1.239
C -4.215 0.275 -0.729
H -4.890 -3.528 -2.173
H 8.365 -0.987 -1.136
C 5.354 1.199 -0.511
H 2.575 -1.110 3.161
H -6.849 0.658 -1.282
C -5.039 1.561 -0.522
H -4.645 1.513 1.617
C -5.483 1.667 0.942
C -2.351 1.684 0.087
O -1.207 -2.829 0.407
C 2.546 -1.109 2.068
O 1.504 1.041 1.723
H 3.082 -0.148 -0.412
H 4.028 0.416 1.832
C 6.333 -0.957 -0.364
C -2.846 0.444 -0.153
H -5.911 2.649 1.127
C 7.411 -0.502 -1.351
C -3.109 2.940 -0.181
O 7.642 0.884 -1.255
H 7.090 -0.757 -2.373
H -4.128 0.065 -1.799
N 5.116 -0.225 -0.660
H -3.297 -4.308 0.331
H -4.722 -0.571 -0.265
H -4.955 -5.106 -1.373
H -5.554 -3.663 -0.542
H 6.708 2.658 -1.383
C 6.453 1.603 -1.494
S -0.748 1.667 0.772
C -3.411 -3.815 -0.641
H 5.682 1.463 0.509
O -3.224 -2.410 -0.474
O -4.280 2.701 -0.925
*
```

=====

## Q
Molecular formula: C20H30N2O5S
Method: DFT, ωB97M-V/def2-TZVPD

Results
Gap between HOMO and LUMO in eV: 9.173
HOMO energy in eV: -8.67
SMILES string: CS[C@@H](C)[C@@H](O)C(=O)NCC1(O)CCN(C(=O)Cc2ccc(CO)cc2)CC1
M in g/mol: 410.54

```
! wB97M-V def2-TZVPD RIJCOSX def2/J DEFGRID3
* xyz 0 1
O 5.047 -0.140 -1.541
H -0.937 2.477 0.136
C -2.812 -2.103 4.316
C -2.237 -0.202 1.391
N -1.254 0.533 0.786
H 5.662 -0.690 -2.036
H 4.060 0.064 -3.353
H 6.052 4.397 -4.285
S 4.411 2.616 -4.380
H -4.055 -2.701 1.240
H 0.329 2.482 -2.852
H 5.754 2.325 -0.889
H -6.362 -4.800 4.789
H 2.053 0.980 -3.563
H 0.345 -0.793 1.108
C 5.822 3.576 -4.960
H -1.961 -1.644 4.808
H 5.550 3.986 -5.931
C -3.978 -2.700 2.320
O -0.484 0.127 -3.300
C 4.322 0.650 -2.464
H 6.118 1.440 -3.238
O -5.602 -4.123 6.602
C -1.673 1.266 -1.512
H 0.804 0.811 0.594
C 0.706 1.753 -2.133
C -1.649 1.666 -0.037
C -1.788 -1.474 2.110
C -3.815 -2.680 5.085
C -6.032 -3.873 5.272
H -6.882 -3.179 5.271
H -1.123 -0.593 -3.280
C -0.349 0.657 -1.977
C -2.880 -2.102 2.931
C -4.907 -3.272 4.472
H -1.428 -2.183 1.359
C 0.094 -0.444 -1.012
O -3.403 0.146 1.375
C 5.405 2.852 -1.777
C 0.066 0.020 0.444
H 6.157 3.588 -2.061
H 6.696 2.936 -5.082
H 4.485 3.378 -1.522
N 1.979 1.251 -2.597
H 1.092 -0.793 -1.282
C 5.163 1.862 -2.905
H 0.883 2.259 -1.186
H -5.822 -3.748 2.589
H -0.933 -1.239 2.747
H -2.465 0.522 -1.650
O 2.979 1.281 -0.567
H -2.631 1.998 0.287
H -1.922 2.123 -2.142
H -6.366 -4.372 7.128
C -4.976 -3.280 3.081
H -0.593 -1.291 -1.126
C 3.032 1.079 -1.765
H -3.747 -2.678 6.164
*
```

=====

Of them, Q has the highest stability.

=====

## P
Molecular formula: C2H6O2P
Method: DFT, ωB97M-V/def2-TZVPD

Results
Gap between HOMO and LUMO in eV: 10.291
HOMO energy in eV: -16.24
M in g/mol: 93.04

```
! wB97M-V def2-TZVPD RIJCOSX def2/J DEFGRID3
* xyz 1 1
H -1.084 -1.869 0.320
H -1.326 1.683 -0.631
H -0.623 -1.697 -1.329
H 0.317 -2.506 -0.237
C -0.315 -1.646 -0.352
O 1.216 -0.082 1.378
P 0.314 0.052 0.100
O 2.079 0.143 0.179
H -0.523 2.029 1.001
H 0.360 2.201 -0.427
C -0.414 1.693 -0.002
*
```

=====

## Q
Molecular formula: C2H6O2P
Method: DFT, ωB97M-V/def2-TZVPD

Results
Gap between HOMO and LUMO (alpha / beta) in eV: 7.008 / 7.020
HOMO energy (alpha / beta) in eV: -15.80 / -15.81
M in g/mol: 93.04

```
! wB97M-V def2-TZVPD RIJCOSX def2/J DEFGRID3
* xyz 1 1
H -2.240 0.611 -1.461
O -0.856 0.054 -0.298
O 2.354 -1.672 0.407
H -1.198 -0.442 -2.327
H 1.509 1.513 0.720
H -2.253 -1.265 -1.273
H 0.223 1.096 1.516
H 1.790 0.597 2.248
C -1.625 -0.333 -1.301
C 1.192 0.677 1.369
P 1.105 -0.838 0.401
*
```

=====

Of them, P has the highest stability.

=====

## P
Molecular formula: C2H3ClO
Method: DFT, ωB97M-V/def2-TZVPD

Results
Gap between HOMO and LUMO in eV: 9.862
HOMO energy in eV: -10.52
M in g/mol: 78.50

```
! wB97M-V def2-TZVPD RIJCOSX def2/J DEFGRID3
* xyz 0 1
H -1.241 -1.527 0.495
Cl 1.918 -0.733 0.839
C -0.576 -0.324 -0.518
C 0.493 0.256 0.150
O -1.002 0.396 -1.610
H -0.164 0.664 0.999
H 0.574 1.269 -0.355
*
```

=====

## Q
Molecular formula: C2H3ClO
Method: DFT, ωB97M-V/def2-TZVPD

Results
Gap between HOMO and LUMO in eV: 11.401
HOMO energy in eV: -10.72
SMILES string: CC(=O)Cl
M in g/mol: 78.50

```
! wB97M-V def2-TZVPD RIJCOSX def2/J DEFGRID3
* xyz 0 1
H -0.223 -0.907 0.552
Cl -2.881 -0.727 0.060
C -0.165 0.087 -0.008
C -1.635 0.547 -0.008
H 0.055 -0.126 -0.985
H 0.577 0.719 0.421
O -2.050 1.726 -0.116
*
```

=====

Of them, Q has the highest stability.

=====

## P
Molecular formula: C2H4NPS
Method: DFT, ωB97M-V/def2-TZVPD

Results
Gap between HOMO and LUMO (alpha / beta) in eV: 7.292 / 7.787
HOMO energy (alpha / beta) in eV: -8.49 / -8.48
SMILES string: CC=P1=NS1
M in g/mol: 105.10

```
! wB97M-V def2-TZVPD RIJCOSX def2/J DEFGRID3
* xyz 0 1
H -1.318 -0.364 -1.321
H 0.155 0.387 1.512
N -3.655 -1.107 -0.285
H 0.609 -1.107 0.372
C -1.153 -0.035 -0.305
C 0.156 -0.054 0.409
H 1.019 0.574 -0.129
S -4.029 0.442 0.049
P -2.380 -0.685 0.805
*
```

=====

## Q
Molecular formula: C2H4NPS
Method: DFT, ωB97M-V/def2-TZVPD

Results
Gap between HOMO and LUMO (alpha / beta) in eV: 6.732 / 6.728
HOMO energy (alpha / beta) in eV: -7.93 / -7.98
SMILES string: C/C=P/N=S
M in g/mol: 105.10

```
! wB97M-V def2-TZVPD RIJCOSX def2/J DEFGRID3
* xyz 0 1
C -0.256 -0.459 -0.055
H -2.120 -0.172 0.987
P 0.951 0.735 -0.091
H -0.380 -1.582 -0.269
S 3.861 -0.677 -0.047
H -2.061 0.042 -0.766
H -1.404 1.294 0.485
C -1.552 0.258 0.083
N 2.962 0.562 -0.328
*
```

=====

Of them, P has the highest stability.

=====

## P
Molecular formula: C12H33NO5
Method: DFT, ωB97M-V/def2-TZVPD

Results
Gap between HOMO and LUMO in eV: 8.976
HOMO energy in eV: -9.02
M in g/mol: 271.40

```
! wB97M-V def2-TZVPD RIJCOSX def2/J DEFGRID3
* xyz 0 1
C 1.436 2.748 1.414
C -3.255 1.072 0.139
H 1.662 2.055 -2.673
H 0.487 4.549 1.589
C -3.355 -0.519 -1.846
C 1.417 1.127 -3.027
H -1.964 -1.605 2.701
O -1.260 0.732 -1.241
H 0.466 0.888 -3.321
H -0.541 -1.303 3.819
H 0.758 -2.880 -3.714
H 1.035 -0.679 0.845
H 1.404 -0.131 -1.465
H -2.926 1.085 1.085
H -3.938 0.341 -2.232
C 0.925 -2.313 -2.960
H -4.009 -1.563 -1.375
H -1.662 -3.940 2.611
H -0.187 -1.602 0.328
H -0.149 -4.168 3.430
H 1.767 1.342 -4.090
H 3.101 2.339 3.038
H 3.009 0.482 -2.094
C -2.433 0.181 -0.726
H -0.068 -1.660 -2.482
H -0.387 0.410 -0.854
H 0.434 2.203 1.256
C 1.986 2.279 2.739
H 1.290 2.966 3.304
H -0.668 -0.417 2.466
O -0.369 -2.454 0.666
H -0.112 -4.666 1.799
O 2.789 -1.317 -3.990
H 1.941 1.201 0.120
C -0.956 -1.459 2.814
H -4.404 0.690 0.216
H 0.894 -2.292 2.286
O 0.877 -0.170 -0.030
H 1.033 4.371 -0.144
H -3.457 1.989 -0.259
C -0.156 -2.500 2.023
C 1.346 4.150 1.043
N 1.966 0.092 -2.220
C -0.505 -3.980 2.559
H 2.254 4.586 1.250
H -2.638 -0.836 -2.634
H 1.764 1.211 2.631
H 1.223 -2.936 -2.129
O 2.297 2.159 0.447
C 1.988 -1.217 -3.109
H -2.154 -0.641 0.001
*
```

=====

## Q
Molecular formula: C12H33NO5
Method: DFT, ωB97M-V/def2-TZVPD

Results
Gap between HOMO and LUMO in eV: 8.631
HOMO energy in eV: -9.22
M in g/mol: 271.40

```
! wB97M-V def2-TZVPD RIJCOSX def2/J DEFGRID3
* xyz 0 1
O 45.576 31.630 36.034
H 43.533 28.004 35.472
H 40.929 25.630 36.119
C 46.787 27.954 35.376
C 44.962 33.697 34.913
H 46.963 29.282 36.978
C 42.216 27.230 36.693
H 40.847 26.198 37.589
O 43.857 29.910 35.195
H 44.474 30.061 31.784
C 42.591 30.271 30.805
H 42.137 24.985 37.121
N 45.885 28.407 34.279
C 44.346 31.981 31.138
H 44.993 28.902 34.759
H 44.615 34.050 35.997
H 48.036 32.643 35.837
H 45.486 28.406 36.833
C 47.168 33.288 35.821
H 42.935 30.056 29.833
O 47.781 27.239 35.118
H 42.157 27.624 38.958
C 46.482 28.421 36.834
H 45.376 34.661 34.768
H 41.527 28.074 36.313
H 46.987 33.583 36.825
H 43.541 28.468 37.818
H 46.818 27.591 37.504
H 43.114 30.484 35.655
C 45.982 32.601 35.199
H 44.989 30.967 35.639
H 47.587 33.990 35.279
H 41.683 31.048 30.473
H 44.839 28.035 32.644
H 46.517 26.924 32.692
H 45.161 32.218 31.681
H 46.330 29.109 33.547
C 45.556 27.368 33.213
H 43.551 30.742 33.873
C 43.690 30.746 31.808
H 45.060 26.614 33.720
H 43.627 32.756 30.909
H 44.850 31.510 30.292
C 41.563 25.858 36.958
H 41.958 29.594 31.310
O 43.197 27.139 35.761
C 42.980 27.599 37.965
H 44.244 33.294 34.182
O 43.192 31.188 33.070
H 43.840 26.851 38.172
H 46.615 32.115 34.196
*
```

=====

Of them, Q has the highest stability.

=====

## P
Molecular formula: C36H45BrCsN4OP2S4Sb
Method: DFT, ωB97M-V/def2-TZVPD

Results
Gap between HOMO and LUMO in eV: 5.137
HOMO energy in eV: -1.58
M in g/mol: 1074.57

```
! wB97M-V def2-TZVPD RIJCOSX def2/J DEFGRID3
* xyz -2 1
C 0.961 0.894 -2.889
O -4.131 -4.646 1.375
C 1.856 0.722 4.158
H 0.939 -3.962 5.210
P 1.377 1.499 1.444
C -5.003 -2.201 2.091
H 0.869 0.901 -5.965
C -0.491 0.669 3.263
P -0.410 -0.289 -3.339
H 2.109 -0.278 3.790
S 6.024 -2.627 -3.566
H 4.386 3.388 0.184
C 0.457 4.163 1.487
H -2.278 3.655 -1.160
H -5.205 -0.730 -2.643
Br -6.300 -0.866 2.476
H 5.124 1.613 1.768
C 2.308 0.351 -3.393
C 0.875 -3.111 3.220
C -0.982 0.194 -5.062
C -4.409 0.654 -1.180
H -3.059 -4.656 3.155
C 3.341 3.057 0.214
H 3.124 0.961 -2.991
H -2.181 1.564 -6.228
C 3.630 -2.828 3.485
H -0.223 0.090 -7.091
C -3.270 1.242 -0.674
H 4.124 0.550 0.767
C 2.924 -2.452 2.354
C -4.596 -2.378 0.698
H -0.186 6.219 1.571
H -2.535 1.618 -4.490
Sb 4.048 -3.726 -3.622
H 2.391 0.369 -4.482
S 4.383 -5.853 -2.219
H 1.420 0.607 5.158
H -0.932 0.712 4.265
H 3.129 2.973 2.364
N -4.201 -3.760 0.264
H 0.723 -0.862 -5.930
H -2.645 -2.392 -0.425
H 3.392 -3.700 5.445
H 1.238 4.317 2.228
C 0.166 0.069 -6.066
C -4.442 -2.955 3.028
H 2.694 3.927 0.100
H 2.779 1.297 4.263
H 2.479 -0.676 -3.060
C 0.851 1.414 3.235
C 1.530 -3.527 4.411
H -0.347 -0.391 3.012
C -3.082 -0.457 -2.822
H -1.059 -3.783 3.887
C -0.722 2.657 -0.032
H 0.982 0.834 -1.801
H -1.065 2.375 -5.122
C 3.068 2.290 1.510
H 1.543 2.963 -2.709
C -1.732 1.517 -5.227
H -4.670 -2.897 4.086
S 2.889 -3.228 -1.400
H 3.454 -2.033 1.497
H -5.105 -1.828 -0.075
H -5.366 0.840 -0.700
H -1.689 -0.606 -5.288
H -1.948 5.861 -0.161
S 4.097 -4.673 -0.529
H 4.707 -2.718 3.534
H -1.208 1.099 2.556
C 0.302 2.895 0.933
H 3.176 2.399 -0.650
N -0.838 1.433 -0.602
C -0.531 -3.284 3.073
C -1.325 5.032 0.161
Cs 0.131 -1.335 -0.156
N 1.603 -2.564 2.211
C -4.326 -0.223 -2.263
H 3.938 0.533 2.513
H -3.013 -1.159 -3.649
H -3.337 1.869 0.208
C -0.336 5.243 1.126
C 4.122 1.181 1.661
C -1.977 1.013 -1.224
C 0.780 2.371 -3.231
C -3.447 -3.925 2.450
H -0.198 2.740 -2.913
C -2.407 -3.146 1.688
N -1.165 -2.920 1.955
H 0.902 2.549 -4.304
C -1.912 0.180 -2.377
H 0.697 2.439 3.576
C 2.890 -3.381 4.536
C -3.132 -2.767 0.467
C -1.516 3.787 -0.400
*
```

=====

## Q
Molecular formula: C36H45BrCsN4OP2S4Sb
Method: DFT, ωB97M-V/def2-TZVPD

Results
Gap between HOMO and LUMO in eV: 5.140
HOMO energy in eV: -1.57
M in g/mol: 1074.57

```
! wB97M-V def2-TZVPD RIJCOSX def2/J DEFGRID3
* xyz -2 1
H 2.490 -0.264 4.759
H -0.375 3.131 -1.798
H 3.256 2.281 0.192
H -2.862 -0.605 -2.872
H -1.470 -0.304 -4.341
C -0.480 2.668 1.109
H -3.773 -5.177 -0.681
H 4.351 0.514 3.336
H 0.955 1.353 -5.113
C -0.023 5.261 2.232
H -0.786 1.536 3.954
N 0.793 -3.630 -1.771
N -0.614 1.458 0.542
H -5.119 0.804 0.448
H 1.302 3.579 -1.510
Sb 6.335 -3.313 2.266
H 4.324 0.438 1.590
H -4.771 -1.267 2.210
C 0.650 2.949 -2.122
H -4.999 -0.406 -1.731
C -3.093 -2.405 1.221
C 1.041 1.484 -1.954
C 2.382 0.753 5.144
C -5.138 -4.312 0.684
C 0.328 0.461 -5.151
H 5.448 1.526 2.403
H 0.962 -0.410 -4.969
H -3.060 1.693 1.457
H 2.459 1.420 -3.623
C 2.417 1.191 -2.558
H -2.444 -4.476 -2.215
H 2.060 0.684 6.187
C -4.511 -2.177 1.693
P -0.192 0.165 -2.412
O -2.330 -4.197 2.518
S 4.162 -2.588 1.090
C -1.713 0.484 -1.412
H 2.905 3.842 0.936
N -2.531 -3.023 2.567
H -1.180 -5.060 -4.082
S 7.188 -1.478 3.242
C 2.093 -4.348 -3.654
H -2.419 1.921 -3.600
S 3.300 -2.624 2.996
H -5.851 -5.121 0.637
H -2.132 3.661 0.115
H 3.068 -4.429 -4.114
N -1.796 -3.325 -0.601
C 3.537 2.957 1.006
C 1.361 1.548 4.335
P 1.679 1.513 2.498
H 3.367 1.220 5.128
C 0.790 4.181 2.547
C -1.081 5.036 1.350
H 1.388 2.594 4.658
C -0.813 0.548 -4.138
H 3.174 1.807 -2.063
H 0.160 6.240 2.657
H -0.338 1.096 5.612
C -0.323 -4.086 -2.365
H 1.112 1.313 -0.876
H 1.000 -5.306 -5.244
C 0.594 2.911 2.020
C -2.895 -0.058 -1.936
C -4.177 0.720 -0.082
H 2.699 0.144 -2.426
H -0.074 0.388 -6.166
C -3.963 -4.326 -0.034
C 1.951 -3.745 -2.413
H -0.098 -0.057 4.297
C -0.050 1.003 4.561
C 0.945 -4.831 -4.271
C -5.392 -3.161 1.468
C -0.265 -4.698 -3.628
C -3.025 1.220 0.482
C -1.617 -3.971 -1.706
H 2.821 -3.360 -1.888
C -4.117 0.051 -1.302
S 4.476 -4.123 3.814
C -1.757 1.101 -0.136
H 3.554 2.960 3.162
C 3.392 2.240 2.350
C 4.433 1.121 2.436
H -2.539 -1.467 1.164
H -0.997 2.710 -4.282
Cs 0.455 -1.586 0.793
C -1.310 3.791 0.808
H -2.092 1.814 -5.336
H 0.754 3.273 -3.162
H 4.578 3.250 0.846
Br -7.169 -2.984 2.195
C -2.986 -3.327 0.065
H -1.738 5.855 1.071
C -1.628 1.824 -4.343
H 1.620 4.340 3.232
*
```

=====

Of them, Q has the highest stability.

=====

## P
Molecular formula: CCl3F2N
Method: DFT, ωB97M-V/def2-TZVPD

Results
Gap between HOMO and LUMO in eV: 9.763
HOMO energy in eV: -10.70
SMILES string: F/N=C(/F)Cl.ClCl
M in g/mol: 170.37

```
! wB97M-V def2-TZVPD RIJCOSX def2/J DEFGRID3
* xyz 0 1
F 1.982 1.036 0.260
N 0.180 -0.308 0.155
Cl 2.050 -0.686 2.088
Cl -2.311 1.140 -1.068
Cl -2.661 0.175 -2.797
C 1.261 -0.009 0.763
F -0.500 -1.346 0.599
*
```

=====

## Q
Molecular formula: CCl3F2N
Method: DFT, ωB97M-V/def2-TZVPD

Results
Gap between HOMO and LUMO (alpha / beta) in eV: 6.826 / 6.772
HOMO energy (alpha / beta) in eV: -9.63 / -9.59
M in g/mol: 170.37

```
! wB97M-V def2-TZVPD RIJCOSX def2/J DEFGRID3
* xyz 0 1
C 0.074 0.237 -0.718
Cl -1.595 0.263 1.291
N -1.048 -0.349 -0.294
Cl 1.586 -0.197 -0.715
F 2.183 0.471 1.331
F -1.150 -1.686 -0.222
Cl -0.018 1.931 -1.049
*
```

=====

Of them, P has the highest stability.